1.
This record from the OMol25 dataset describes a molecular structure, C24H20BrIIrN3OSe2. The level of theory is wB97M-V/def2-TZVPD.

Energy (Eh): -8944.874596
Relative energy (zero: lowest compared OMol25 entry of this formula, charge and spin) (kJ/mol): 242.83
2S+1: 1
Orbital gap (eV): 5.6
Highest occupied orbital energy (eV): -7.687

XYZ file:
```
53
Properties=species:S:1:pos:R:3:lowdin_charge:R:1
Ir -0.0332 0.0353 -0.0651 1.175
Se -2.8850 1.9723 -1.4234 0.806
Se -2.9843 1.4585 1.2056 0.791
C -1.4284 2.4861 1.4926 -0.749
C -1.5032 3.6310 2.2770 -0.100
C -0.3565 4.3728 2.4930 -0.045
C 0.8244 3.9445 1.9094 -0.028
C 0.8115 2.7963 1.1382 -0.118
N -0.2866 2.0664 0.9312 -0.098
C -2.9557 0.1058 -1.7548 -0.724
C -3.8797 -0.4032 -2.6621 -0.093
C -3.9703 -1.7737 -2.8298 -0.041
C -3.1549 -2.5959 -2.0650 -0.026
C -2.2508 -2.0082 -1.2007 -0.127
N -2.1280 -0.6866 -1.0711 -0.047
H -2.4546 3.9105 2.7052 0.100
H -0.3823 5.2641 3.1054 0.115
H 1.7505 4.4815 2.0549 0.114
H 1.7198 2.4305 0.6816 0.087
H -4.5131 0.2789 -3.2109 0.103
H -4.6799 -2.1963 -3.5284 0.116
H -3.1991 -3.6717 -2.1502 0.116
H -1.5827 -2.6109 -0.6017 0.114
Br 2.1576 -5.6993 -2.9562 0.708
C 1.6145 -4.0566 -2.1664 -0.702
C 0.8565 -3.1578 -2.8970 -0.126
C 0.4312 -1.9836 -2.2939 -0.133
C 0.7215 -1.6688 -0.9603 -0.317
C 1.5189 -2.5906 -0.2779 -0.134
C 1.9641 -3.7729 -0.8614 -0.134
H 0.6020 -3.3662 -3.9277 0.101
H -0.1571 -1.3037 -2.8966 0.089
H 1.7949 -2.4293 0.7593 0.084
H 2.5701 -4.4695 -0.2976 0.100
I -0.1888 -0.4523 3.5543 0.718
C -0.6693 -1.2081 1.5825 -0.827
H -1.7605 -1.1844 1.5555 -0.100
H -0.3566 -2.2500 1.5968 -0.051
N 3.0584 4.1770 -5.4748 0.140
C 2.6324 3.4846 -4.6611 -0.198
C 2.0912 2.6264 -3.6505 -0.253
C 0.7810 2.1636 -3.7593 -0.037
C 0.2626 1.3329 -2.7806 -0.165
C 0.9964 0.9699 -1.6410 -0.292
C 2.3214 1.4151 -1.5827 -0.128
C 2.8644 2.2333 -2.5628 -0.037
H 0.1783 2.4458 -4.6140 0.115
H -0.7456 0.9683 -2.9251 0.035
H 2.9586 1.1281 -0.7561 0.076
H 3.8923 2.5667 -2.4940 0.115
O 2.2404 0.1400 1.1967 -0.104
H 2.0049 -0.0083 2.1285 -0.040
H 2.7527 -0.6205 0.8964 0.057
```

=====

2.
This record from the OMol25 dataset describes a molecular structure, C24H20CeClNP. The level of theory is wB97M-V/def2-TZVPD.

Energy (Eh): -2257.441242
Relative energy (zero: lowest compared OMol25 entry of this formula, charge and spin) (kJ/mol): 1504.36
2S+1: 2
Orbital gap (spin up / spin down) (eV): 5.8 / 5.8
Highest occupied orbital energy (spin up / spin down) (eV): -6.097 / -6.107
⟨S²⟩: 0.7624

XYZ file:
```
48
Properties=species:S:1:pos:R:3:lowdin_charge:R:1
C -1.0989 3.8273 -0.9857 -0.151
C -1.2682 2.5542 -1.6181 -0.228
C -2.3319 1.8571 -0.9255 -0.190
H -0.7137 2.2030 -2.4546 0.090
C -2.7930 2.6991 0.1311 -0.118
C -2.1444 3.8776 -0.0373 -0.361
H -2.2769 4.7099 0.7583 -0.030
H -0.3352 4.5415 -1.1948 0.135
H -2.7082 0.8866 -1.1576 0.115
H -3.5103 2.4429 0.8724 0.140
Ce -0.5924 2.1350 0.4646 0.304
Cl -1.0989 1.6880 2.7392 0.334
P 0.2101 -0.0127 0.2426 0.897
C -1.1124 -1.2581 0.0802 -0.327
C -1.0496 -2.2788 -0.8640 -0.081
H -0.2277 -2.3258 -1.5634 0.106
C -2.0461 -3.2478 -0.9164 -0.067
H -1.9885 -4.0335 -1.6587 0.107
C -3.1050 -3.2094 -0.0203 -0.071
H -3.8794 -3.9651 -0.0616 0.107
C -3.1627 -2.2008 0.9335 -0.058
H -3.9791 -2.1698 1.6431 0.111
C -2.1749 -1.2285 0.9839 -0.079
H -2.2174 -0.4493 1.7340 0.061
C 1.2054 -0.1542 -1.2708 -0.321
C 0.6263 0.0292 -2.5267 -0.106
H -0.4419 0.1808 -2.6167 0.106
C 1.4085 -0.0018 -3.6713 -0.061
H 0.9464 0.1293 -4.6413 0.111
C 2.7803 -0.2016 -3.5713 -0.073
H 3.3924 -0.2213 -4.4640 0.107
C 3.3615 -0.3726 -2.3229 -0.067
H 4.4296 -0.5230 -2.2368 0.108
C 2.5796 -0.3505 -1.1762 -0.064
H 3.0393 -0.4791 -0.2067 0.104
C 1.2691 -0.6771 1.5580 -0.348
C 1.3514 -2.0560 1.7177 -0.066
H 0.7530 -2.7147 1.1038 0.105
C 2.1969 -2.6017 2.6743 -0.065
H 2.2504 -3.6763 2.7913 0.107
C 2.9616 -1.7696 3.4820 -0.072
H 3.6184 -2.1945 4.2307 0.106
C 2.8779 -0.3930 3.3272 -0.064
H 3.4655 0.2621 3.9572 0.110
C 2.0348 0.1567 2.3721 -0.095
H 1.9724 1.2285 2.2572 0.097
N -1.4225 5.3550 1.1695 0.126
C -1.0518 4.0027 0.9390 -0.529
```

=====

3.
This record from the OMol25 dataset describes a molecular structure, C24H20ClN2O2PS2Se2W. The level of theory is wB97M-V/def2-TZVPD.

Energy (Eh): -7653.915117
Relative energy (zero: lowest compared OMol25 entry of this formula, charge and spin) (kJ/mol): 259.44
Charge: +2
2S+1: 1
Orbital gap (spin up / spin down) (eV): 5.0 / 4.8
Highest occupied orbital energy (spin up / spin down) (eV): -13.705 / -13.659

XYZ file:
```
55
Properties=species:S:1:pos:R:3:lowdin_charge:R:1
W 1.8422 0.2280 -0.1170 1.201
Se 3.4527 0.9074 1.6571 0.843
Se 3.0068 -2.0317 -0.1882 0.796
C 4.0072 -1.0114 -1.4420 -0.662
C 5.0937 -1.4215 -2.1739 -0.042
C 5.7015 -0.4944 -3.0047 0.015
C 5.1862 0.7974 -3.0888 -0.008
C 4.0909 1.1285 -2.3406 -0.095
N 3.5182 0.2404 -1.5113 -0.165
C 2.1849 -0.0323 2.7043 -0.669
C 2.1271 -0.1097 4.0747 -0.041
C 1.1381 -0.9144 4.6241 0.005
C 0.2765 -1.6117 3.7857 -0.005
C 0.3981 -1.4669 2.4221 -0.109
N 1.3368 -0.6768 1.8971 -0.203
H 5.4511 -2.4374 -2.0743 0.130
H 6.5690 -0.7773 -3.5895 0.137
H 5.6376 1.5467 -3.7232 0.130
H 3.6479 2.1107 -2.3858 0.093
H 2.8280 0.4460 4.6825 0.128
H 1.0566 -1.0140 5.7011 0.135
H -0.4901 -2.2633 4.1870 0.127
H -0.2286 -1.9994 1.7189 0.080
S -2.1186 -1.0875 -3.3216 0.377
P -1.9438 -0.7831 -1.4254 0.161
S 0.0498 -1.2802 -0.8689 0.430
C -2.8068 -1.9292 -0.3435 -0.422
C -3.3478 -3.0895 -0.8810 -0.076
C -3.9654 -4.0082 -0.0373 -0.041
C -4.0169 -3.7779 1.3299 -0.046
C -3.4631 -2.6188 1.8712 -0.064
C -2.8498 -1.6940 1.0391 -0.138
C -2.4200 0.9185 -1.0346 -0.357
C -3.5021 1.2196 -0.2234 -0.048
C -3.8714 2.5529 -0.0246 -0.018
C -3.1796 3.5844 -0.6452 -0.038
C -2.1419 3.2909 -1.5130 -0.060
C -1.7648 1.9598 -1.7272 -0.126
H -3.2960 -3.2643 -1.9510 0.087
H -4.4007 -4.9086 -0.4556 0.121
H -4.4847 -4.5057 1.9834 0.119
H -3.5057 -2.4414 2.9423 0.113
H -2.4233 -0.7880 1.4565 0.103
H -4.0757 0.4318 0.2429 0.110
H -4.7172 2.7801 0.6137 0.125
H -3.4804 4.6117 -0.4863 0.123
H -1.6541 4.0926 -2.0564 0.121
H -1.0633 1.7049 -2.5193 0.110
Cl 2.6108 3.5405 -0.2954 0.695
C 0.8377 3.5282 -0.5964 -0.378
C 0.5210 2.0364 -0.5839 -0.616
O 0.5167 1.4267 0.5586 -0.169
O 1.0961 1.3101 -1.5102 -0.224
H 0.6736 3.9846 -1.5636 0.095
H 0.3549 4.0598 0.2106 0.107
```

=====

4.
This record from the OMol25 dataset describes a single C24H20ClN5O5 molecule. The level of theory is wB97M-V/def2-TZVPD.

Energy (Eh): -2036.797287
2S+1: 1
Orbital gap (eV): 8.0
Highest occupied orbital energy (eV): -8.151

XYZ file:
```
55
Properties=species:S:1:pos:R:3:lowdin_charge:R:1
C 4.6031 -4.6889 -3.3005 -0.092
H 5.3106 -5.5126 -3.2206 0.093
O 4.6246 -4.0463 -2.0493 -0.086
C 3.8253 -2.9611 -1.8600 -0.281
C 2.9675 -2.4244 -2.8149 -0.020
C 2.2013 -1.3150 -2.5078 -0.014
C 2.2733 -0.7232 -1.2524 -0.215
C 3.1310 -1.2585 -0.2945 0.000
C 3.8945 -2.3635 -0.6001 0.008
H 4.5635 -2.7885 0.1306 0.120
H 3.1943 -0.8065 0.6809 0.102
N 1.4699 0.4034 -1.0225 0.150
C 1.2953 1.0915 0.1154 -0.388
O 1.8056 0.8667 1.1955 0.091
C 0.2750 2.2544 -0.0383 -0.151
N -1.0487 1.7556 0.2815 0.050
C -1.4170 1.4551 1.5673 -0.407
O -2.4556 0.8617 1.7866 0.102
N -0.5594 1.8944 2.5578 0.117
C 0.4817 2.8013 2.3805 -0.419
O 1.1534 3.1790 3.2996 0.137
C 0.5888 3.3465 0.9715 -0.008
H 1.5987 3.7304 0.8302 0.143
H -0.1179 4.1747 0.8712 0.143
C -0.7384 1.3430 3.8673 -0.186
C -1.9188 1.5602 4.5582 -0.028
C -2.0562 1.0083 5.8216 -0.662
C -1.0363 0.2668 6.3956 -0.104
C 0.1371 0.0684 5.6879 -0.058
C 0.2926 0.5980 4.4196 0.005
H 1.1991 0.4491 3.8545 0.119
H 0.9346 -0.5088 6.1293 0.108
H -1.1624 -0.1478 7.3833 0.104
Cl -3.5226 1.2631 6.6952 0.677
H -2.7179 2.1353 4.1197 0.118
N -1.9354 1.2614 -0.6788 0.167
C -1.7262 0.9790 -1.9746 -0.394
O -0.6924 1.2205 -2.5875 0.032
C -2.9174 0.3846 -2.6491 -0.124
C -3.8496 -0.4245 -2.0037 -0.002
C -4.8963 -0.9399 -2.7545 -0.134
N -5.0573 -0.7049 -4.0443 0.065
C -4.1655 0.0523 -4.6582 -0.131
C -3.0759 0.6154 -4.0134 0.007
H -2.3569 1.2230 -4.5399 0.117
H -4.3330 0.2112 -5.7148 0.109
H -5.6436 -1.5752 -2.2984 0.109
H -3.7641 -0.6802 -0.9583 0.114
H -2.7779 0.9489 -0.1948 0.133
H 0.2660 2.6423 -1.0584 0.152
H 0.9023 0.6878 -1.8235 0.102
H 1.5367 -0.9018 -3.2532 0.115
H 2.8859 -2.8572 -3.7992 0.103
H 3.6098 -5.0876 -3.5315 0.095
H 4.9213 -4.0165 -4.1039 0.095
```

=====

> Number 3 is which compound?

C24H20ClN2O2PS2Se2W

=====

Repeat the first record exactly.
This record from the OMol25 dataset describes a molecular structure, C24H20BrIIrN3OSe2. The level of theory is wB97M-V/def2-TZVPD.

Energy (Eh): -8944.874596
Relative energy (zero: lowest compared OMol25 entry of this formula, charge and spin) (kJ/mol): 242.83
2S+1: 1
Orbital gap (eV): 5.6
Highest occupied orbital energy (eV): -7.687

XYZ file:
```
53
Properties=species:S:1:pos:R:3:lowdin_charge:R:1
Ir -0.0332 0.0353 -0.0651 1.175
Se -2.8850 1.9723 -1.4234 0.806
Se -2.9843 1.4585 1.2056 0.791
C -1.4284 2.4861 1.4926 -0.749
C -1.5032 3.6310 2.2770 -0.100
C -0.3565 4.3728 2.4930 -0.045
C 0.8244 3.9445 1.9094 -0.028
C 0.8115 2.7963 1.1382 -0.118
N -0.2866 2.0664 0.9312 -0.098
C -2.9557 0.1058 -1.7548 -0.724
C -3.8797 -0.4032 -2.6621 -0.093
C -3.9703 -1.7737 -2.8298 -0.041
C -3.1549 -2.5959 -2.0650 -0.026
C -2.2508 -2.0082 -1.2007 -0.127
N -2.1280 -0.6866 -1.0711 -0.047
H -2.4546 3.9105 2.7052 0.100
H -0.3823 5.2641 3.1054 0.115
H 1.7505 4.4815 2.0549 0.114
H 1.7198 2.4305 0.6816 0.087
H -4.5131 0.2789 -3.2109 0.103
H -4.6799 -2.1963 -3.5284 0.116
H -3.1991 -3.6717 -2.1502 0.116
H -1.5827 -2.6109 -0.6017 0.114
Br 2.1576 -5.6993 -2.9562 0.708
C 1.6145 -4.0566 -2.1664 -0.702
C 0.8565 -3.1578 -2.8970 -0.126
C 0.4312 -1.9836 -2.2939 -0.133
C 0.7215 -1.6688 -0.9603 -0.317
C 1.5189 -2.5906 -0.2779 -0.134
C 1.9641 -3.7729 -0.8614 -0.134
H 0.6020 -3.3662 -3.9277 0.101
H -0.1571 -1.3037 -2.8966 0.089
H 1.7949 -2.4293 0.7593 0.084
H 2.5701 -4.4695 -0.2976 0.100
I -0.1888 -0.4523 3.5543 0.718
C -0.6693 -1.2081 1.5825 -0.827
H -1.7605 -1.1844 1.5555 -0.100
H -0.3566 -2.2500 1.5968 -0.051
N 3.0584 4.1770 -5.4748 0.140
C 2.6324 3.4846 -4.6611 -0.198
C 2.0912 2.6264 -3.6505 -0.253
C 0.7810 2.1636 -3.7593 -0.037
C 0.2626 1.3329 -2.7806 -0.165
C 0.9964 0.9699 -1.6410 -0.292
C 2.3214 1.4151 -1.5827 -0.128
C 2.8644 2.2333 -2.5628 -0.037
H 0.1783 2.4458 -4.6140 0.115
H -0.7456 0.9683 -2.9251 0.035
H 2.9586 1.1281 -0.7561 0.076
H 3.8923 2.5667 -2.4940 0.115
O 2.2404 0.1400 1.1967 -0.104
H 2.0049 -0.0083 2.1285 -0.040
H 2.7527 -0.6205 0.8964 0.057
```